Density functional theory data (wB97M-V/def2-TZVPD) for a cluster of 2 separate species, C6H12 in total.

Structure (XYZ):
```
18
C6H12 | the OMol25 dataset | wB97M-V/def2-TZVPD
C 1.4985 -0.3575 -0.7205
C 0.0202 0.0173 -0.5595
C -0.7928 -0.3192 -1.7961
C -0.5145 -0.4616 0.7702
C -0.2474 0.6951 1.3914
C -0.0444 1.4420 0.0945
H 1.9565 0.2378 -1.5184
H 2.0347 -0.1501 0.2130
H 1.6375 -1.4183 -0.9566
H -0.4706 0.2628 -2.6652
H -1.8606 -0.1439 -1.6288
H -0.6649 -1.3827 -2.0384
H -1.0092 -1.3930 1.0345
H -0.1259 1.0020 2.4264
H 0.8029 2.1241 -0.0332
H -0.9730 1.9525 -0.1857
H -0.7623 -1.2217 3.0273
H -1.0982 -0.5966 3.2465
```

The energy above the lowest of the compared OMol25 structures with the same formula, charge and spin is 297.4 kJ/mol. The SMILES is CC1(C)C=CC1.[H][H]. The value obtained for the HOMO energy is -9.127 eV. For the LUMO energy, the calculation gives 1.03 eV.